ORCA calculation (wB97M-V/def2-TZVPD) on C23H30N4O4 in the gas phase.

Last column: natural (NBO) charge in e.
Cartesian coordinates (Å):
1 C -3.540 -1.882 -6.065  -0.659
2 C -2.904 -1.622 -4.751  0.335
3 C -1.754 -2.085 -4.184  -0.376
4 C -1.726 -1.446 -2.913  0.317
5 N -2.778 -0.674 -2.761  -0.191
6 O -3.515 -0.779 -3.899  -0.280
7 N -0.786 -1.539 -1.916  -0.636
8 C 0.381 -2.232 -2.010  0.693
9 O 0.700 -2.897 -2.972  -0.609
10 C 1.300 -2.084 -0.805  -0.484
11 C 0.636 -2.347 0.560  -0.505
12 C 0.098 -1.039 1.092  0.724
13 O -0.970 -0.573 0.710  -0.667
14 N 0.890 -0.338 1.925  -0.455
15 C 2.019 -0.869 2.612  0.112
16 C 1.778 -1.711 3.692  -0.221
17 C 2.836 -2.237 4.405  -0.211
18 C 4.131 -1.915 4.039  -0.195
19 C 4.385 -1.075 2.965  -0.018
20 C 3.319 -0.537 2.232  0.059
21 C 3.590 0.359 1.065  -0.687
22 H 4.178 1.221 1.379  0.220
23 H 2.674 0.719 0.604  0.265
24 H 4.170 -0.174 0.313  0.222
25 C 5.796 -0.749 2.585  -0.634
26 H 6.498 -1.248 3.248  0.218
27 H 5.970 0.325 2.641  0.221
28 H 5.999 -1.062 1.562  0.222
29 H 4.960 -2.326 4.596  0.210
30 H 2.654 -2.893 5.242  0.217
31 H 0.758 -1.948 3.957  0.218
32 C 0.463 1.019 2.229  -0.296
33 H -0.379 1.011 2.930  0.201
34 H 1.305 1.551 2.676  0.234
35 C 0.075 1.697 0.901  0.710
36 O 0.834 1.664 -0.048  -0.659
37 N -1.095 2.347 0.912  -0.599
38 H -1.721 2.209 1.691  0.389
39 C -1.714 2.855 -0.298  -0.054
40 H -0.923 2.865 -1.050  0.236
41 C -2.297 4.258 -0.060  -0.412
42 C -3.780 4.019 0.208  -0.402
43 H -4.381 4.914 0.055  0.212
44 C -4.122 2.902 -0.774  -0.401
45 H -5.046 2.386 -0.521  0.212
46 H -4.227 3.318 -1.776  0.196
47 C -2.908 1.971 -0.716  -0.435
48 H -2.735 1.461 -1.660  0.252
49 H -3.055 1.194 0.035  0.211
50 H -3.931 3.677 1.234  0.185
51 H -1.789 4.767 0.759  0.213
52 H -2.180 4.858 -0.962  0.207
53 H -0.189 -3.052 0.445  0.239
54 H 1.369 -2.767 1.247  0.240
55 H 2.126 -2.781 -0.956  0.240
56 H 1.705 -1.068 -0.829  0.243
57 H -1.011 -1.025 -1.061  0.451
58 H -1.029 -2.763 -4.577  0.262
59 H -4.543 -2.282 -5.923  0.232
60 H -3.626 -0.955 -6.630  0.232
61 H -2.943 -2.593 -6.627  0.233

Values from the calculation:
energy relative to the best compared isomer or geometry (same formula, charge and spin)	48.5	kJ/mol
gap between HOMO and LUMO	0.3471	Eh
SMILES	Cc1cc(NC(=O)CCC(=O)N(CC(=O)NC2CCCC2)c2cccc(C)c2C)no1
total charge	0
E	-38489.467	eV
HOMO level	-8.82	eV